Record 1
The following is a quantum chemistry calculation of a single C2H6N2Si molecule, from the OMol25 dataset.

Summary:
Kohn-Sham gap ... 0.350 hartree
SMILES ... N[Si]1(N)C=C1

Last column: natural (NBO) charge in e.
CARTESIAN COORDINATES (ANGSTROEM)
C1 -0.337 1.507 -0.623  -0.5672
C2 -1.306 0.923 0.164  -0.6104
N1 -0.117 -1.507 -1.122  -1.2958
N2 1.125 -0.419 1.415  -1.2925
Si1 0.092 -0.206 0.012  1.7536
H1 -0.234 2.345 -1.253  0.2057
H2 -2.176 1.359 0.563  0.2023
H3 -0.028 -2.436 -0.797  0.4013
H4 0.135 -1.192 -2.072  0.4129
H5 2.070 0.075 1.413  0.4021
H6 0.777 -0.450 2.302  0.3878

***

Record 2
The following is a quantum chemistry calculation of a molecular structure, H4O2Si2, from the OMol25 dataset.

Summary:
Kohn-Sham gap ... 0.353 hartree

Last column: natural (NBO) charge in e.
CARTESIAN COORDINATES (ANGSTROEM)
O1 0.662 1.008 -0.162  -1.2611
O2 -1.109 -1.131 -0.110  -1.2781
Si1 -1.506 0.336 0.032  1.6329
Si2 1.413 -0.295 0.015  1.7324
H1 -1.179 1.009 1.296  -0.1983
H2 -2.188 0.915 -1.230  -0.1946
H3 2.317 -0.658 -1.070  -0.2308
H4 1.589 -1.183 1.229  -0.2024

***

Record 3
The following is a quantum chemistry calculation of 2 unconnected molecules or ions with the total composition C4H7NO, from the OMol25 dataset.

Summary:
Kohn-Sham gap ... 0.359 hartree
SMILES ... C=C=N.C=CO

Last column: natural (NBO) charge in e.
CARTESIAN COORDINATES (ANGSTROEM)
O1 -1.234 0.489 1.388  -0.6835
C1 -1.387 0.870 0.088  0.1114
C2 -0.412 1.472 -0.584  -0.5073
C3 2.075 -0.857 0.297  -0.6635
C4 1.000 -1.425 -0.193  0.4407
N1 0.015 -2.004 -0.643  -0.6460
H1 -2.010 -0.003 1.675  0.4830
H2 -2.354 0.651 -0.366  0.1692
H3 -0.698 -1.339 -0.954  0.3762
H4 0.543 1.672 -0.110  0.2173
H5 -0.553 1.762 -1.619  0.2122
H6 2.126 -0.621 1.353  0.2470
H7 2.895 -0.587 -0.357  0.2432

***

Record 4
The following is a quantum chemistry calculation of a single C2H3N3O2 molecule, from the OMol25 dataset.

Summary:
Kohn-Sham gap ... 0.350 hartree
SMILES ... O=c1cnn(O)[nH]1

Last column: natural (NBO) charge in e.
CARTESIAN COORDINATES (ANGSTROEM)
C1 -1.025 -0.805 -0.486  -0.0427
C2 -0.908 -0.302 0.943  0.5672
N1 -0.017 -0.482 -1.208  -0.2078
N2 0.285 0.331 0.982  -0.4914
N3 1.001 -0.092 -0.446  0.1892
O1 -1.648 -0.294 1.879  -0.5754
O2 1.772 0.923 -0.935  -0.5591
H1 -1.898 -1.339 -0.783  0.2221
H2 0.926 0.526 1.674  0.4100
H3 1.513 1.534 -1.620  0.4878

***

Record 5
The following is a quantum chemistry calculation of 9 unconnected molecules or ions with the total composition C13H36N8O19PS2, from the OMol25 dataset.

Summary:
Total charge ... -1
Kohn-Sham gap ... 0.184 hartree

Last column: Mulliken charge in e.
CARTESIAN COORDINATES (ANGSTROEM)
O1 -3.794 5.163 -0.840  -0.7073
S1 -2.493 4.627 -1.145  1.1664
O2 -2.379 3.282 -1.603  -0.5147
O3 -1.889 5.595 -2.286  -0.4975
C1 -1.369 5.001 0.173  -0.7631
C2 -2.000 4.778 1.556  -0.5916
C3 -1.052 4.174 2.602  -1.1048
C4 -0.193 2.979 2.160  -0.1933
C5 -0.921 2.000 1.233  -0.4531
P1 -0.290 0.388 1.299  0.4282
S2 1.027 -0.127 -0.138  -0.5527
H1 -2.637 6.117 -2.610  0.3409
H2 -1.121 6.046 -0.006  0.5039
H3 -0.480 4.393 0.006  0.3565
H4 -2.301 5.758 1.935  0.4885
H5 -2.913 4.190 1.479  0.2296
H6 -1.675 3.874 3.449  0.2952
H7 -0.392 4.981 2.953  0.3293
H8 0.082 2.446 3.072  0.1205
H9 0.742 3.349 1.706  0.4369
H10 -0.699 2.272 0.193  0.0691
H11 0.331 0.149 2.538  -0.0728
H12 -1.379 -0.479 1.197  -0.1906
C6 -3.229 -1.967 -2.038  -0.7326
N1 -2.683 -2.839 -0.962  0.8869
O4 -2.826 -4.048 -1.048  -0.5944
O5 -2.123 -2.262 -0.062  -0.4964
H13 -3.700 -2.589 -2.789  0.3439
H14 -3.938 -1.296 -1.568  0.2228
H15 -2.390 -1.406 -2.440  0.3402
C7 3.592 3.145 5.045  -0.8264
N2 2.481 2.385 4.412  0.9048
O6 2.721 1.783 3.387  -0.5104
O7 1.407 2.414 4.973  -0.5222
H16 4.477 3.019 4.434  0.3164
H17 3.280 4.184 5.098  0.2969
H18 3.729 2.739 6.042  0.2981
C8 -6.149 1.145 -4.775  -0.7654
N3 -5.300 0.115 -4.116  0.8723
O8 -5.161 0.184 -2.915  -0.4783
O9 -4.798 -0.726 -4.834  -0.5377
H19 -6.516 1.818 -4.010  0.3270
H20 -5.523 1.659 -5.498  0.2818
H21 -6.956 0.621 -5.277  0.2865
C9 3.457 -1.130 1.987  -0.2518
N4 4.495 -1.869 2.759  1.0072
O10 4.752 -1.513 3.890  -0.5791
O11 5.046 -2.803 2.199  -0.6329
H22 3.073 -0.327 2.602  -0.0454
H23 3.935 -0.748 1.089  0.1764
H24 2.674 -1.830 1.716  0.3164
C10 -4.006 0.919 1.064  -0.2134
N5 -4.130 1.008 2.530  1.0622
O12 -5.063 1.638 3.006  -0.6452
O13 -3.256 0.477 3.186  -0.5493
H25 -4.842 1.444 0.613  0.2641
H26 -3.029 1.404 0.853  -0.1804
H27 -3.989 -0.137 0.804  0.2129
C11 5.787 -2.637 -1.029  -0.4316
N6 5.255 -1.492 -1.823  0.9893
O14 4.775 -0.558 -1.228  -0.5241
O15 5.338 -1.583 -3.036  -0.5931
H28 5.637 -2.428 0.024  0.0785
H29 5.235 -3.520 -1.338  0.2946
H30 6.839 -2.738 -1.284  0.2089
C12 -3.542 -6.918 0.586  -0.5833
N7 -4.740 -7.802 0.591  0.8713
O16 -5.784 -7.357 0.164  -0.5256
O17 -4.591 -8.927 1.026  -0.5471
H31 -3.815 -5.954 0.174  0.2596
H32 -3.204 -6.830 1.614  0.2754
H33 -2.785 -7.406 -0.020  0.2552
C13 7.918 -2.397 -5.081  -0.6734
N8 8.712 -3.239 -4.144  0.8809
O18 8.831 -2.861 -2.997  -0.5232
O19 9.193 -4.257 -4.596  -0.5431
H34 7.551 -1.534 -4.539  0.2951
H35 8.575 -2.118 -5.899  0.2793
H36 7.098 -3.009 -5.442  0.2778

***

Record 6
The following is a quantum chemistry calculation of a single C5H10N2 molecule, from the OMol25 dataset.

Summary:
Kohn-Sham gap (alpha / beta) ... 0.273 / 0.273 hartree

Last column: natural (NBO) charge in e.
CARTESIAN COORDINATES (ANGSTROEM)
C1 -0.839 0.622 1.292  -0.4278
C2 0.291 1.492 -0.908  -0.6063
C3 0.201 0.496 0.214  -0.1955
N1 1.732 -1.172 -0.669  -0.7723
C4 1.103 -0.604 0.416  0.1511
C5 -1.127 -0.549 0.392  0.1956
N2 -1.933 -0.881 -0.577  -0.9066
H1 2.203 -2.049 -0.493  0.3917
H2 1.167 -1.173 -1.513  0.4027
H3 -2.875 -1.066 -0.226  0.3586
H4 -0.562 0.421 2.326  0.2125
H5 -1.529 1.447 1.139  0.2361
H6 1.577 -0.804 1.375  0.2094
H7 -0.336 -1.418 0.850  0.0917
H8 0.853 2.379 -0.603  0.2158
H9 -0.709 1.792 -1.229  0.2346
H10 0.781 1.066 -1.785  0.2087